# 1
Below is a 2-piece molecular cluster, C2H5NO overall, with properties calculated with the ωB97M-V functional and the def2-TZVPD basis.

Properties
E_LUMO, eV: 0.5496
SMILES string: [NH3+][O-].C#C
Energy relative to the best compared isomer or geometry (same formula, charge and spin), kcal/mol: 133.9
HOMO level, eV: -8.52
Orbital gap, eV: 9.07

Atoms and positions in Å:
C1 -1.74 0.88 -0.28
N1 1.54 0.30 0.27
C2 -1.78 1.20 0.88
H1 2.39 0.80 -0.02
O1 0.91 0.02 -0.92
H2 -1.75 0.38 -1.21
H3 -1.60 1.55 1.84
H4 0.94 1.04 0.70
H5 1.62 -0.46 0.94

---

# 2
Below is the molecule C2H5NO, with properties calculated with the ωB97M-V functional and the def2-TZVPD basis.

Properties
E_LUMO, eV: 0.8828
SMILES string: CNC=O
Energy relative to the best compared isomer or geometry (same formula, charge and spin), kcal/mol: 12.4
HOMO level, eV: -9.89
Orbital gap, eV: 10.77

Atoms and positions in Å:
N1 0.36 -0.43 0.17
O1 -0.99 0.84 1.51
H1 0.13 1.43 -0.73
C1 0.23 0.39 -1.02
H2 1.12 0.25 -1.64
H3 -0.65 0.10 -1.60
H4 0.49 -1.43 0.01
C2 -0.38 -0.17 1.28
H5 -0.31 -0.98 2.03

---

# 3
Below is the molecule C2H5NO, with properties calculated with the ωB97M-V functional and the def2-TZVPD basis.

Properties
E_LUMO, eV: 0.9154
SMILES string: CNC=O
Energy relative to the best compared isomer or geometry (same formula, charge and spin), kcal/mol: 35.4
HOMO level, eV: -9.79
Orbital gap, eV: 10.70

Atoms and positions in Å:
O1 1.23 -2.84 0.41
N1 0.57 -0.63 -0.34
H1 1.26 -0.74 -1.03
C1 -0.15 0.55 -0.07
H2 -0.90 0.25 0.73
C2 0.56 -1.77 0.37
H3 -0.43 -1.79 0.94
H4 0.52 1.44 0.32
H5 -0.53 0.84 -0.95

---

# 4
Below is the molecule C2H5NO, with properties calculated with the ωB97M-V functional and the def2-TZVPD basis.

Properties
E_LUMO, eV: 0.7522
SMILES string: NCC=O
Energy relative to the best compared isomer or geometry (same formula, charge and spin), kcal/mol: 37.4
HOMO level, eV: -9.41
Orbital gap, eV: 10.16

Atoms and positions in Å:
H1 1.01 -1.38 0.82
C1 0.42 0.32 -0.12
H2 0.61 1.42 0.08
O1 -1.95 0.90 -0.50
H3 0.08 -0.52 1.74
N1 0.82 -0.40 1.05
C2 -0.98 0.24 -0.71
H4 1.01 0.12 -1.01
H5 -1.02 -0.69 -1.36

---

# 5
Below is the molecule C2H5NO, with properties calculated with the ωB97M-V functional and the def2-TZVPD basis.

Properties
E_LUMO, eV: 0.9859
SMILES string: NCC=O
Energy relative to the best compared isomer or geometry (same formula, charge and spin), kcal/mol: 31.6
HOMO level, eV: -9.43
Orbital gap, eV: 10.41

Atoms and positions in Å:
C1 0.12 0.37 -0.68
H1 0.32 1.42 -0.87
H2 2.12 -0.33 -0.45
H3 1.09 -1.38 -1.20
O1 -1.40 -0.09 1.12
H4 -0.58 -0.03 -1.41
C2 -0.29 0.19 0.75
H5 0.48 0.28 1.54
N1 1.32 -0.41 -1.06

---

# 6
Below is the molecule C2H5NO, with properties calculated with the ωB97M-V functional and the def2-TZVPD basis.

Properties
E_LUMO, eV: 0.8584
SMILES string: CNC=O
Energy relative to the best compared isomer or geometry (same formula, charge and spin), kcal/mol: 40.8
HOMO level, eV: -9.54
Orbital gap, eV: 10.40

Atoms and positions in Å:
C1 -1.11 -0.52 -0.50
H1 0.58 1.42 0.06
H2 0.21 0.38 1.59
C2 0.81 0.55 0.69
H3 0.78 -0.30 -1.28
O1 -1.96 -0.13 0.28
H4 -1.28 -1.32 -1.24
H5 1.79 0.07 0.89
N1 0.18 -0.15 -0.48

---

# 7
Below is the molecule C2H5NO, with properties calculated with the ωB97M-V functional and the def2-TZVPD basis.

Properties
E_LUMO (spin up / spin down), eV: 1.0212 / -1.3655
Energy relative to the best compared isomer or geometry (same formula, charge and spin), kcal/mol: 32.2
Multiplicity: 3
HOMO level (spin up / spin down), eV: -5.67 / -9.98
Orbital gap (spin up / spin down), eV: 6.69 / 8.62

Atoms and positions in Å:
H1 0.67 1.64 0.85
H2 -1.43 -1.89 -0.08
N1 -0.66 -0.03 0.07
C1 -0.53 -1.29 -0.09
H3 0.77 1.44 -0.94
C2 0.80 0.96 0.03
O1 -1.68 0.63 0.24
H4 1.63 0.28 0.14
H5 0.43 -1.75 -0.23

---

# 8
Below is a 2-piece molecular cluster, C2H5NO2 overall, with properties calculated with the ωB97M-V functional and the def2-TZVPD basis.

Properties
E_LUMO (spin up / spin down), eV: -0.5160 / -0.2748
Energy relative to the best compared isomer or geometry (same formula, charge and spin), kcal/mol: 164.2
HOMO level (spin up / spin down), eV: -8.21 / -9.99
Orbital gap (spin up / spin down), eV: 7.69 / 9.72

Atoms and positions in Å:
O1 -0.25 -1.68 0.44
N1 0.45 1.60 0.56
C1 -0.31 0.47 -1.33
O2 0.35 -2.13 1.61
H1 -1.26 1.13 -1.44
C2 0.20 0.52 0.03
H2 0.90 1.71 1.44
H3 0.58 0.73 -2.11
H4 -0.52 -0.61 -1.55
H5 -0.13 -1.76 2.35

---

# 9
Below is the molecule C2H5NO2, with properties calculated with the ωB97M-V functional and the def2-TZVPD basis.

Properties
E_LUMO, eV: 0.5704
SMILES string: CNC(=O)O
Energy relative to the best compared isomer or geometry (same formula, charge and spin), kcal/mol: 8.6
HOMO level, eV: -10.04
Orbital gap, eV: 10.61

Atoms and positions in Å:
H1 -2.03 0.38 -0.10
H2 -1.06 1.37 1.03
N1 0.03 0.45 -0.54
H3 0.17 1.32 -1.03
H4 0.49 -1.92 0.27
C1 1.17 -0.29 -0.46
C2 -1.07 0.47 0.42
O1 1.15 -1.26 0.52
O2 2.12 -0.10 -1.16
H5 -0.99 -0.42 1.05

---

# 10
Below is the molecule C2H5NO2, with properties calculated with the ωB97M-V functional and the def2-TZVPD basis.

Properties
E_LUMO, eV: 0.6582
SMILES string: NCC(=O)O
Energy relative to the best compared isomer or geometry (same formula, charge and spin), kcal/mol: 29.8
HOMO level, eV: -9.17
Orbital gap, eV: 9.83

Atoms and positions in Å:
H1 -0.32 0.08 -2.42
N1 -0.09 0.12 2.01
H2 -1.53 0.22 0.56
H3 -0.37 1.61 0.80
C1 -0.53 0.47 0.69
O1 1.21 -0.74 -0.82
C2 0.14 -0.25 -0.55
H4 -0.23 -0.79 2.33
O2 -0.63 0.26 -1.48
H5 0.81 0.52 2.29